No. 1
C15H23O4RuS4Se as an isolated structure at a distorted geometry, computed with ωB97M-V/def2-TZVPD.

The geometry in ORCA input format:
```
! wB97M-V def2-TZVPD RIJCOSX def2/J DEFGRID3
* xyz 0 2
Ru 0.000 0.791 1.021
C -1.834 3.847 2.238
C -2.834 2.723 2.019
S -2.455 1.596 0.654
C -2.396 2.749 -0.738
C -1.222 2.466 -1.647
S 0.401 2.521 -0.886
C 0.448 4.174 -0.111
C 0.807 4.177 1.368
S -0.204 3.121 2.407
H -2.074 4.350 3.176
H -1.859 4.591 1.443
H -3.835 3.118 1.842
H -2.872 2.061 2.886
H -2.414 3.765 -0.352
H -3.304 2.599 -1.323
H -1.240 3.140 -2.505
H -1.280 1.441 -2.019
H -0.514 4.649 -0.297
H 1.208 4.730 -0.659
H 0.785 5.196 1.757
H 1.805 3.767 1.518
O 1.804 1.551 2.311
S 1.385 0.271 2.988
O 2.124 -0.077 4.149
O 1.425 -0.703 1.843
O -0.119 0.422 3.177
C 2.358 -5.528 -2.720
C 1.614 -4.466 -1.950
C 1.842 -3.118 -2.169
C 1.128 -2.123 -1.504
C 1.449 -0.688 -1.817
C 0.142 -2.496 -0.593
Se -1.082 -1.290 0.275
C -0.073 -3.855 -0.312
C -1.084 -4.315 0.712
C 0.665 -4.811 -0.998
H 3.078 -5.084 -3.407
H 1.666 -6.139 -3.303
H 2.897 -6.198 -2.048
H 2.599 -2.820 -2.889
H 2.297 -0.625 -2.498
H 1.719 -0.146 -0.910
H 0.594 -0.187 -2.281
H -0.938 -3.793 1.659
H -0.990 -5.387 0.883
H -2.106 -4.107 0.389
H 0.488 -5.860 -0.778
*
```

- HOMO-LUMO gap (alpha / beta) (eV) = 6.53 / 6.26
- LUMO level (alpha / beta) (eV) = -0.71 / -0.93
- ΔE to the lowest compared entry with this formula, charge and spin (kcal per mole) = 53.0

Computed Löwdin charges, given in elementary charges: number 1, Ru, carries 0.6875; number 2, C, carries -0.4859; number 3, C, carries -0.4859; number 4, S, carries 0.8361; number 5, C, carries -0.4788; number 6, C, carries -0.5225; number 7, S, carries 0.8870; number 8, C, carries -0.4592; number 9, C, carries -0.4825; number 10, S, carries 0.9490; number 11, H, carries 0.0868; number 12, H, carries 0.0681; number 13, H, carries 0.0893; number 14, H, carries 0.0892; number 15, H, carries 0.0634; number 16, H, carries 0.0910; number 17, H, carries 0.0912; number 18, H, carries 0.0671; number 19, H, carries 0.0654; number 20, H, carries 0.0818; number 21, H, carries 0.0923; number 22, H, carries 0.0729; number 23, O, carries -0.4895; number 24, S, carries 0.2702; number 25, O, carries -0.2481; number 26, O, carries -0.4269; number 27, O, carries -0.4658; number 28, C, carries -0.0534; number 29, C, carries -0.2710; number 30, C, carries -0.0182; number 31, C, carries -0.2869; number 32, C, carries -0.0905; number 33, C, carries -0.4924; number 34, Se, carries 0.7590; number 35, C, carries -0.3030; number 36, C, carries -0.1030; number 37, C, carries -0.0200; number 38, H, carries 0.0707; number 39, H, carries 0.0788; number 40, H, carries 0.0794; number 41, H, carries 0.1116; number 42, H, carries 0.0788; number 43, H, carries 0.0333; number 44, H, carries 0.0593; number 45, H, carries 0.0636; number 46, H, carries 0.0734; number 47, H, carries 0.0700; number 48, H, carries 0.1173

=====

No. 2
C10H40Cs2O19P as an isolated structure at a distorted geometry, computed with ωB97M-V/def2-TZVPD.

The geometry in ORCA input format:
```
! wB97M-V def2-TZVPD RIJCOSX def2/J DEFGRID3
* xyz -1 1
Cs 7.009 -0.893 -1.531
Cs 1.743 0.509 7.030
P 0.709 0.131 0.514
O 1.091 1.422 -0.265
O 1.979 -0.714 0.834
O -0.284 -0.639 -0.433
O 0.086 0.457 1.900
O -4.708 0.936 1.229
H -3.975 1.427 0.859
H -4.302 0.181 1.654
O 2.646 0.225 -4.386
H 2.262 -0.650 -4.445
H 2.238 0.615 -3.613
O 5.825 0.750 3.197
H 5.993 1.524 2.659
H 5.000 0.399 2.862
O -2.665 1.680 -3.716
H -2.288 1.143 -3.019
H -2.279 2.547 -3.586
O 5.013 3.752 -0.106
H 5.118 4.401 -0.801
H 4.116 3.434 -0.209
C -2.008 -5.561 -3.382
C -1.495 -4.723 -4.580
O -0.367 -3.944 -4.219
O -2.750 -4.746 -2.451
H -1.160 -6.030 -2.882
H -2.640 -6.369 -3.750
H -2.263 -4.008 -4.875
H -1.255 -5.373 -5.421
H -0.525 -3.460 -3.405
H -2.261 -3.924 -2.371
C -1.843 6.346 1.422
C -1.903 5.875 2.916
O -0.747 5.173 3.352
O -1.905 5.310 0.406
H -0.867 6.806 1.267
H -2.559 7.127 1.168
H -2.759 5.200 2.932
H -2.105 6.688 3.614
H -0.676 4.395 2.795
H -1.146 4.735 0.525
C 1.040 6.825 -6.887
C 0.587 5.902 -5.722
O 1.545 5.900 -4.725
O 0.681 8.091 -6.503
H 0.445 6.552 -7.759
H 2.080 6.785 -7.209
H 0.438 4.879 -6.068
H -0.465 5.989 -5.448
H 1.256 5.296 -4.038
H 1.071 8.722 -7.112
C 3.833 -5.945 3.226
C 2.921 -6.322 2.052
O 3.214 -5.569 0.876
O 3.634 -4.633 3.777
H 4.866 -5.973 2.876
H 3.857 -6.622 4.080
H 1.849 -6.244 2.234
H 3.164 -7.374 1.903
H 3.088 -4.641 1.084
H 3.492 -4.041 3.035
C -3.792 -3.746 5.104
C -4.694 -4.355 6.123
O -3.987 -4.854 7.239
O -3.433 -2.451 5.355
H -4.354 -3.803 4.172
H -2.950 -4.381 4.828
H -5.196 -5.241 5.735
H -5.428 -3.603 6.411
H -3.105 -5.090 6.944
H -2.748 -2.206 4.729
*
```

- HOMO-LUMO gap (eV) = 1.62
- LUMO level (eV) = 0.43

Computed Löwdin charges, given in elementary charges: number 1, Cs, carries 0.5240; number 2, Cs, carries 0.5618; number 3, P, carries -0.1683; number 4, O, carries -0.4676; number 5, O, carries -0.4668; number 6, O, carries -0.4707; number 7, O, carries -0.4668; number 8, O, carries -0.0642; number 9, H, carries 0.0323; number 10, H, carries 0.0272; number 11, O, carries -0.0686; number 12, H, carries 0.0262; number 13, H, carries 0.0344; number 14, O, carries -0.0643; number 15, H, carries 0.0232; number 16, H, carries 0.0334; number 17, O, carries -0.0631; number 18, H, carries 0.0343; number 19, H, carries 0.0206; number 20, O, carries -0.0663; number 21, H, carries 0.0229; number 22, H, carries 0.0369; number 23, C, carries -0.2275; number 24, C, carries -0.2436; number 25, O, carries -0.0706; number 26, O, carries -0.0678; number 27, H, carries 0.1120; number 28, H, carries 0.1075; number 29, H, carries 0.1157; number 30, H, carries 0.1122; number 31, H, carries 0.0826; number 32, H, carries 0.0739; number 33, C, carries -0.2208; number 34, C, carries -0.2404; number 35, O, carries -0.0686; number 36, O, carries -0.0746; number 37, H, carries 0.1051; number 38, H, carries 0.1090; number 39, H, carries 0.1110; number 40, H, carries 0.1107; number 41, H, carries 0.0851; number 42, H, carries 0.0782; number 43, C, carries -0.2654; number 44, C, carries -0.2703; number 45, O, carries -0.0418; number 46, O, carries -0.0571; number 47, H, carries 0.1062; number 48, H, carries 0.1197; number 49, H, carries 0.1077; number 50, H, carries 0.1194; number 51, H, carries 0.0956; number 52, H, carries 0.0861; number 53, C, carries -0.2382; number 54, C, carries -0.2364; number 55, O, carries -0.0592; number 56, O, carries -0.0745; number 57, H, carries 0.1086; number 58, H, carries 0.1130; number 59, H, carries 0.1208; number 60, H, carries 0.1125; number 61, H, carries 0.0803; number 62, H, carries 0.0717; number 63, C, carries -0.3169; number 64, C, carries -0.2476; number 65, O, carries -0.0727; number 66, O, carries -0.0265; number 67, H, carries 0.1192; number 68, H, carries 0.1253; number 69, H, carries 0.1156; number 70, H, carries 0.1265; number 71, H, carries 0.0758; number 72, H, carries 0.1032

=====

No. 3
One molecule with the formula C4H6O2S at a distorted geometry, computed with ωB97M-V/def2-TZVPD.

The geometry in ORCA input format:
```
! wB97M-V def2-TZVPD RIJCOSX def2/J DEFGRID3
* xyz 0 1
C 1.793 0.681 -0.623
C -1.344 -0.046 1.595
C 0.553 0.802 -0.999
C -0.403 -0.700 0.886
O -1.844 -0.422 -1.369
O 0.145 -1.855 -1.454
S -0.496 -0.729 -0.920
H 2.467 1.499 -0.153
H 2.190 -0.274 -0.503
H -1.236 0.246 2.702
H -2.000 0.503 0.898
H -0.019 1.756 -0.864
H 0.457 -1.150 1.211
*
```

- HOMO-LUMO gap (eV) = 10.75
- LUMO level (eV) = 0.24
- ΔE to the lowest compared entry with this formula, charge and spin (kcal per mole) = 74.4

Computed Löwdin charges, given in elementary charges: number 1, C, carries -0.0434; number 2, C, carries 0.0085; number 3, C, carries -0.2166; number 4, C, carries -0.2349; number 5, O, carries -0.3295; number 6, O, carries -0.2883; number 7, S, carries 0.6232; number 8, H, carries 0.1135; number 9, H, carries 0.0385; number 10, H, carries 0.1014; number 11, H, carries 0.0639; number 12, H, carries 0.1111; number 13, H, carries 0.0526

=====

No. 4
C3H3O4Rb as an isolated structure at a distorted geometry, computed with ωB97M-V/def2-TZVPD.

The geometry in ORCA input format:
```
! wB97M-V def2-TZVPD RIJCOSX def2/J DEFGRID3
* xyz 0 1
C 2.955 -2.165 0.149
O 3.113 -1.064 0.410
C -0.151 -0.082 -1.579
O -1.208 -0.510 -0.637
C -1.382 0.081 0.498
O -0.664 0.956 0.978
O -2.507 -0.304 1.075
Rb 1.788 2.203 0.137
H -0.270 1.008 -1.749
H 0.894 -0.207 -1.238
H -2.568 0.084 1.957
*
```

- HOMO-LUMO gap (eV) = 4.38
- LUMO level (eV) = -0.92
- ΔE to the lowest compared entry with this formula, charge and spin (kcal per mole) = 62.0

Computed Löwdin charges, given in elementary charges: number 1, C, carries 0.0502; number 2, O, carries -0.0241; number 3, C, carries -0.1889; number 4, O, carries -0.0847; number 5, C, carries -0.7083; number 6, O, carries -0.0906; number 7, O, carries 0.1494; number 8, Rb, carries 0.9220; number 9, H, carries -0.0557; number 10, H, carries -0.0967; number 11, H, carries 0.1275